Record 1
Here is a cluster of 2 separate species, C6H16O in total in a non-equilibrium geometry from the Open Molecules 2025 dataset. Energies are from wB97M-V/def2-TZVPD.

Geometry as XYZ:
```
23
Properties=species:S:1:pos:R:3
C 1.5772 -0.8677 0.2533
C 0.9027 0.2318 -0.5354
C -0.0939 -0.1689 -1.5684
C -1.2341 -1.0959 -0.9164
C -2.1139 -0.1964 0.0263
C -2.4427 1.1803 -0.4118
H 0.8911 -1.4149 0.8903
H 2.0436 -1.6229 -0.4002
H 2.4627 -0.5668 0.8128
H 0.4514 0.9983 0.1104
H 1.6602 0.8438 -1.0732
H -0.5717 0.7070 -2.0096
H 0.2329 -0.8079 -2.3793
H -0.9584 -1.9430 -0.3018
H -1.6680 -1.6001 -1.7738
H -2.9857 -0.8643 0.1008
H -1.6014 -0.1785 0.9753
H -2.7854 1.2587 -1.4535
H -1.6756 1.9451 -0.2448
H -3.2844 1.5494 0.1560
H 3.1799 0.4722 2.8816
H 3.9883 1.5488 3.5302
O 4.0251 0.5916 3.3311
```

Values from the calculation:
HOMO energy (alpha / beta) = -13.95 / -13.95 eV
Strongest force on any atom = 1.55 eV/A
Charge = +1
ΔE to the lowest compared entry with this formula, charge and spin = 0.577 eV
Total energy = -8518.4374 eV
Spin multiplicity = 2
Gap between HOMO and LUMO (alpha / beta) = 11.18 / 4.17 eV
E_LUMO (alpha / beta) = -2.77 / -9.77 eV

***

Record 2
Here is a cluster of 2 separate species, C3H11N3O2 in total in a non-equilibrium geometry from the Open Molecules 2025 dataset. Energies are from wB97M-V/def2-TZVPD.

Geometry as XYZ:
```
19
Properties=species:S:1:pos:R:3
C -1.9846 0.8640 -0.2729
C -0.6229 1.0086 0.3457
O -0.3954 0.7568 1.5683
N 0.3473 1.4577 -0.4619
N 1.6729 1.6831 -0.0322
H -2.3349 1.8387 -0.6157
H -2.6816 0.4804 0.4685
H -1.9700 0.1737 -1.1127
H 0.1778 1.6451 -1.4392
H 1.6259 2.1026 0.8938
H 2.1157 0.7662 0.0711
N -0.0872 -1.7854 -0.9763
C 0.2522 -1.6622 0.4072
O 1.6730 -1.3649 0.5435
H 0.1287 -0.9213 -1.4657
H 0.4579 -2.5178 -1.4266
H 0.0613 -2.6355 0.8823
H -0.2770 -0.7459 1.1543
H 1.8407 -1.1436 1.4685
```

Values from the calculation:
Structure (SMILES) = CC(=O)NN.NCO
HOMO energy = -9.00 eV
Strongest force on any atom = 4.81 eV/A
Charge = 0
ΔE to the lowest compared entry with this formula, charge and spin = 2.700 eV
Total energy = -11853.0375 eV
Spin multiplicity = 1
Gap between HOMO and LUMO = 9.85 eV
E_LUMO = 0.85 eV

***

Record 3
Here is a structure of composition C26H31BCrN17OS in a non-equilibrium geometry from the Open Molecules 2025 dataset. Energies are from wB97M-V/def2-TZVPD.

Geometry as XYZ:
```
78
Properties=species:S:1:pos:R:3
Cr -0.3117 1.3018 -0.4740
C -0.2237 -0.3625 3.5897
C 0.2608 -0.5619 2.2839
N -0.6087 -0.0515 1.3439
N -1.7165 0.3068 2.0609
C -1.5213 0.1266 3.4121
B -2.9012 1.1295 1.4943
N -3.2290 0.6302 0.0697
C -4.2854 -0.0665 -0.4840
C -4.1040 -0.0867 -1.8833
C -2.8758 0.6131 -2.0961
N -2.3355 0.9667 -0.9118
N -2.3348 2.5966 1.4511
C -2.8999 3.7982 1.6604
C -2.0080 4.8387 1.3457
C -0.8436 4.1730 0.9238
N -1.0519 2.8098 0.9175
N -4.1055 1.0456 2.3281
C -4.4807 1.8286 3.3612
C -5.4210 1.1359 4.1675
C -5.5505 -0.1306 3.5247
N -4.7880 -0.1575 2.3927
H 0.2945 -0.4834 4.5343
H 1.1365 -1.0791 1.9056
H -2.3132 0.2244 4.1396
H -5.0521 -0.5134 0.1355
H -4.7624 -0.4991 -2.6159
H -2.2918 0.7779 -2.9681
H -3.9455 3.8738 1.9457
H -2.1849 5.8998 1.3239
H 0.1214 4.4736 0.6091
H -3.9899 2.7684 3.5472
H -5.9799 1.4896 5.0541
H -6.0999 -0.9694 3.8797
N 1.1472 2.1872 -3.6029
C 0.0797 2.9957 -3.2816
N -0.5684 3.7836 -4.1700
N -1.5268 4.4003 -3.4644
N -1.4300 4.0887 -2.1557
N -0.4284 3.1587 -2.0156
C 1.1494 0.8386 -3.2136
N 1.8064 -0.0389 -4.0077
N 1.7238 -1.1979 -3.3952
N 1.0546 -1.0539 -2.1962
N 0.6502 0.3031 -2.1212
H 1.4663 2.3106 -4.5517
C 3.7522 0.9535 0.4936
S 2.6604 2.0693 0.7917
C 3.3331 3.5868 0.3112
O 1.6164 2.0005 -0.3606
H 4.3747 0.9126 1.4073
H 4.3151 1.1913 -0.4434
H 3.0434 0.1062 0.4428
H 4.2001 3.8802 0.9181
H 2.5567 4.3343 0.5145
H 3.5157 3.6764 -0.7810
C 1.8527 -3.8795 -3.0591
C 1.4357 -3.4509 -1.6005
C 0.3962 -4.5655 -1.2448
C 0.8048 -2.0950 -1.3944
C 2.6442 -3.6329 -0.6395
C 2.4073 -3.8643 0.7385
C 3.4680 -4.2231 1.6149
C 4.7508 -4.3271 1.1103
C 5.0115 -4.0244 -0.2004
C 3.9855 -3.6031 -1.0639
H 0.9538 -4.0082 -3.6733
H 2.4064 -4.8314 -3.0361
H 2.5047 -3.1262 -3.5876
H -0.3086 -4.6659 -2.0481
H -0.1221 -4.4480 -0.2509
H 0.9968 -5.5126 -1.1590
H 0.2868 -1.8309 -0.4626
H 1.3690 -3.8546 1.1143
H 3.2313 -4.3450 2.6613
H 5.5462 -4.6516 1.7686
H 6.0082 -4.1247 -0.5957
H 4.2820 -3.2689 -2.0790
```

Values from the calculation:
HOMO energy (alpha / beta) = 1.69 / -0.80 eV
Strongest force on any atom = 7.41 eV/A
Charge = -2
ΔE to the lowest compared entry with this formula, charge and spin = 0.579 eV
Total energy = -94774.4469 eV
Spin multiplicity = 6
Gap between HOMO and LUMO (alpha / beta) = 1.16 / 4.78 eV
E_LUMO (alpha / beta) = 2.85 / 3.99 eV

***

Record 4
Here is a structure of composition C30H26AsBCl2F2N4NaOS in a non-equilibrium geometry from the Open Molecules 2025 dataset. Energies are from wB97M-V/def2-TZVPD.

Geometry as XYZ:
```
69
Properties=species:S:1:pos:R:3
Na 0.1584 0.0417 0.3627
Cl 2.0270 -1.0056 4.5835
C 0.3116 -0.8537 4.3372
C -0.5130 -0.8475 5.4594
C -1.8699 -0.7158 5.3209
Cl -2.8738 -0.7596 6.7495
C -2.4490 -0.5359 4.0492
C -3.8275 -0.3331 3.8248
C -4.2796 -0.1048 2.5553
C -3.3555 -0.0794 1.4972
N -2.0732 -0.2971 1.6623
C -1.5987 -0.5329 2.9068
C -0.1664 -0.7688 3.0154
O 0.5680 -0.8772 1.9854
H -0.0719 -0.9488 6.4415
H -4.5069 -0.3503 4.6664
H -5.3301 0.0651 2.3591
H -3.6803 0.1360 0.4841
N -1.6188 3.9327 0.1748
C -0.7219 4.9005 0.6267
C -0.9512 6.2570 0.4194
C -0.0879 7.2063 0.9478
C 1.0334 6.8108 1.6619
C 1.2906 5.4580 1.8411
C 0.4127 4.5076 1.3439
S 0.6056 2.7812 1.5853
N -0.0322 2.1738 0.1486
C -1.1529 2.6963 -0.3162
C -1.8899 2.0578 -1.3164
C -3.1965 2.3980 -1.7441
C -4.0369 1.4521 -2.2491
C -3.6013 0.0742 -2.2120
C -2.3209 -0.2284 -1.9657
N -1.3596 0.8174 -1.8607
H -2.4062 4.3062 -0.3257
H -1.8225 6.5659 -0.1490
H -0.2889 8.2588 0.7913
H 1.7150 7.5491 2.0651
H 2.1674 5.1278 2.3855
H -3.5648 3.4101 -1.6028
H -5.0415 1.6973 -2.5644
H -4.3196 -0.7271 -2.3305
H -1.9356 -1.2387 -1.9287
C 4.4479 -0.8885 -1.5699
As 2.9091 -0.2845 -0.4829
C 3.4886 1.5815 -0.4170
C 3.5935 -0.9662 1.2483
C 4.9372 -0.5373 1.7264
C 6.0375 -1.3923 1.6555
C 7.2771 -1.0126 2.1488
C 7.4460 0.2400 2.7192
C 6.3626 1.1053 2.7914
C 5.1242 0.7207 2.3037
H 5.3735 -0.5740 -1.0870
H 4.3894 -0.4437 -2.5631
H 4.4470 -1.9737 -1.6735
H 4.5540 1.6565 -0.1972
H 2.9130 2.1152 0.3369
H 3.2812 2.0384 -1.3841
H 3.5514 -2.0524 1.1476
H 2.8260 -0.6872 1.9676
H 5.9104 -2.3750 1.2146
H 8.1116 -1.7020 2.0964
H 8.4102 0.5347 3.1148
H 6.4843 2.0846 3.2389
H 4.2747 1.3881 2.3913
F 0.8190 1.6636 -2.5075
B -0.0626 0.6721 -2.3237
F 0.3981 -0.5514 -2.6838
```

Values from the calculation:
HOMO energy = -3.41 eV
Strongest force on any atom = 2.15 eV/A
Charge = -1
ΔE to the lowest compared entry with this formula, charge and spin = 0.958 eV
Total energy = -146793.6474 eV
Spin multiplicity = 1
Gap between HOMO and LUMO = 5.61 eV
E_LUMO = 2.20 eV

***

Record 5
Here is a cluster of 4 separate species, C10H27NO11S3 in total in a non-equilibrium geometry from the Open Molecules 2025 dataset. Energies are from wB97M-V/def2-TZVPD.

Geometry as XYZ:
```
52
Properties=species:S:1:pos:R:3
C -0.3862 -1.7447 -1.0349
C -1.0778 -2.2594 -2.2810
O -2.4910 -1.9690 -2.1526
S -3.0543 -0.6158 -2.8296
C -4.7726 -0.7665 -2.3994
O -2.4962 0.4720 -2.0640
O -2.8625 -0.6905 -4.2559
H 0.6964 -1.7996 -1.1942
H -0.5400 -2.3159 -0.1167
H -0.5967 -0.7119 -0.7780
H -0.7490 -1.7120 -3.1672
H -0.9767 -3.3364 -2.3838
H -4.8558 -0.5613 -1.3395
H -5.1769 -1.7228 -2.7261
H -5.2929 -0.0449 -3.0300
C -1.7102 2.2652 1.3295
C -0.9905 2.8044 0.1204
O 0.1610 1.9597 -0.1172
S 0.8240 1.8778 -1.6009
C 2.1605 3.0338 -1.2821
O 1.4491 0.5824 -1.7133
O -0.1012 2.4337 -2.5481
H -1.1206 2.2481 2.2476
H -1.9681 1.2173 1.1378
H -2.6869 2.7299 1.4635
H -1.6711 2.6470 -0.7212
H -0.5805 3.8173 0.1711
H 2.8053 2.5667 -0.5420
H 1.7456 3.9557 -0.8918
H 2.6395 3.0207 -2.2617
C 1.9974 0.3405 2.4159
C 0.8261 -0.5956 2.1006
O 0.6376 -1.4262 3.2517
S -0.8519 -1.9913 3.5330
C -1.3540 -0.9070 4.8712
O -1.6384 -1.7717 2.3426
O -0.7713 -3.3092 4.1110
H 1.6384 1.3590 2.5684
H 2.7677 0.2965 1.6432
H 2.6057 0.1007 3.2927
H 0.0245 0.0643 1.7873
H 1.2242 -1.1492 1.2504
H -0.7839 -1.2308 5.7370
H -2.4207 -1.0701 5.0089
H -1.1706 0.1415 4.6514
C 4.0903 -1.3972 -1.8649
N 4.7899 -0.1692 -1.4157
O 4.4867 0.3754 -0.3798
O 5.7110 0.1872 -2.1035
H 4.8629 -2.1217 -2.1158
H 3.4330 -1.2948 -2.7203
H 3.5716 -1.8120 -1.0038
```

Values from the calculation:
Structure (SMILES) = CCOS(C)(=O)=O.CCOS(C)(=O)=O.CCOS(C)(=O)=O.C[N+](=O)[O-]
HOMO energy = -10.55 eV
Strongest force on any atom = 2.67 eV/A
Charge = 0
ΔE to the lowest compared entry with this formula, charge and spin = 0.705 eV
Total energy = -67321.2631 eV
Spin multiplicity = 1
Gap between HOMO and LUMO = 10.83 eV
E_LUMO = 0.28 eV